Molecular formula: C51H104BClO11
Method: DFT, ωB97M-V/def2-TZVPD

Bonds (Å) are listed after each position.
Positions of all 168 atoms, in Å:
1 C 1.21290 0.59617 -4.62206  C2 1.542, H15 1.090, H16 1.091, H17 1.092
2 C 0.63493 1.85910 -3.95240  C1 1.542, C3 1.534, H18 1.090, H19 1.093
3 C 0.64348 1.82292 -2.41910  C2 1.534, C4 1.545, B5 1.571, H20 1.105
4 C -0.33942 0.75723 -1.88594  C3 1.545, H21 1.094, H22 1.092, H23 1.091
5 B 2.05630 1.72651 -1.73882  C3 1.571, C6 1.583, C10 1.578
6 C 2.15422 1.49613 -0.17538  B5 1.583, C7 1.548, H24 1.095, H25 1.090
7 C 2.77358 0.11471 0.14874  C6 1.548, C8 1.529, H26 1.091, H27 1.090
8 C 1.72464 -0.84668 0.70922  C7 1.529, Cl9 1.800, H28 1.086, H29 1.085
9 Cl 1.90954 -2.49181 0.00215  C8 1.800
10 C 3.40703 1.97104 -2.51697  B5 1.578, C11 1.545, H30 1.090, H31 1.098
11 C 3.79902 3.46064 -2.39374  C10 1.545, C12 1.522, H32 1.092, H33 1.092
12 C 5.26030 3.70143 -2.74460  C11 1.522, O13 1.417, H34 1.098, H35 1.098
13 O 5.39526 4.96979 -3.36123  C12 1.417, C14 1.408
14 C 6.65201 5.15267 -3.96915  O13 1.408, H36 1.095, H37 1.088, H38 1.095
15 H 0.48222 0.12996 -5.28305  C1 1.090
16 H 2.09079 0.82073 -5.22938  C1 1.091
17 H 1.50886 -0.16353 -3.89503  C1 1.092
18 H 1.11450 2.76676 -4.31994  C2 1.090
19 H -0.40954 1.93975 -4.26490  C2 1.093
20 H 0.27439 2.80435 -2.07130  C3 1.105
21 H 0.13564 -0.22546 -1.81221  C4 1.094
22 H -1.19806 0.66217 -2.55325  C4 1.092
23 H -0.70740 1.01263 -0.89107  C4 1.091
24 H 2.78472 2.28484 0.24784  C6 1.095
25 H 1.17398 1.55851 0.29607  C6 1.090
26 H 3.21246 -0.34633 -0.73736  C7 1.091
27 H 3.57786 0.22815 0.87608  C7 1.090
28 H 1.81095 -0.97206 1.78499  C8 1.086
29 H 0.71459 -0.52161 0.48078  C8 1.085
30 H 3.35325 1.73268 -3.57910  C10 1.090
31 H 4.20625 1.36173 -2.07573  C10 1.098
32 H 3.20369 4.04999 -3.09371  C11 1.092
33 H 3.58677 3.83078 -1.38863  C11 1.092
34 H 5.88958 3.67256 -1.84501  C12 1.098
35 H 5.61547 2.91289 -3.42054  C12 1.098
36 H 7.45849 4.70464 -3.37938  C14 1.095
37 H 6.83763 6.22251 -4.04429  C14 1.088
38 H 6.66940 4.71091 -4.97139  C14 1.095
39 C 4.73550 -4.25711 -3.48718  C40 1.528, C43 1.524, H44 1.090, H45 1.092
40 C 4.89409 -4.13106 -5.00129  C39 1.528, C41 1.524, H46 1.092, H47 1.089
41 C 3.49298 -3.70099 -5.41962  C40 1.524, O42 1.426, H48 1.096, H49 1.091
42 O 2.96826 -2.93847 -4.33456  C41 1.426, C43 1.428
43 C 3.80021 -3.09206 -3.18405  C39 1.524, O42 1.428, H50 1.098, H51 1.089
44 H 5.67701 -4.20190 -2.94120  C39 1.090
45 H 4.25241 -5.20375 -3.23473  C39 1.092
46 H 5.61899 -3.34978 -5.24017  C40 1.092
47 H 5.21274 -5.05242 -5.48721  C40 1.089
48 H 2.84883 -4.57073 -5.59186  C41 1.096
49 H 3.48260 -3.08239 -6.31851  C41 1.091
50 H 4.36407 -2.16325 -3.02598  C43 1.098
51 H 3.17288 -3.26073 -2.31041  C43 1.089
52 C -1.50885 0.77912 4.03832  C53 1.526, C56 1.520, H57 1.090, H58 1.090
53 C -1.26479 2.27320 3.84989  C52 1.526, C54 1.522, H59 1.091, H60 1.090
54 C -0.18699 2.26845 2.77559  C53 1.522, O55 1.431, H61 1.096, H62 1.092
55 O -0.43934 1.11447 1.96780  C54 1.431, C56 1.433
56 C -1.40107 0.26891 2.61024  C52 1.520, O55 1.433, H63 1.096, H64 1.091
57 H -2.47616 0.55058 4.48664  C52 1.090
58 H -0.72758 0.34365 4.66155  C52 1.090
59 H -2.16867 2.76239 3.48463  C53 1.091
60 H -0.94248 2.77549 4.76183  C53 1.090
61 H 0.81427 2.18433 3.21378  C54 1.096
62 H -0.21035 3.15170 2.13436  C54 1.092
63 H -2.35610 0.34269 2.07846  C56 1.096
64 H -1.04837 -0.76225 2.55494  C56 1.091
65 C 0.87354 -4.45749 5.11198  C66 1.528, C69 1.522, H70 1.089, H71 1.090
66 C 1.22099 -4.11261 3.66475  C65 1.528, C67 1.522, H72 1.093, H73 1.089
67 C -0.00672 -3.32145 3.23752  C66 1.522, O68 1.431, H74 1.095, H75 1.090
68 O -0.48219 -2.65393 4.41114  C67 1.431, C69 1.429
69 C 0.16709 -3.18790 5.56612  C65 1.522, O68 1.429, H76 1.097, H77 1.091
70 H 1.73643 -4.70032 5.73002  C65 1.089
71 H 0.18607 -5.30288 5.15058  C65 1.090
72 H 2.11112 -3.47993 3.62126  C66 1.093
73 H 1.39462 -4.98463 3.03618  C66 1.089
74 H -0.79608 -3.98041 2.85990  C67 1.095
75 H 0.21362 -2.57827 2.47186  C67 1.090
76 H 0.88187 -2.44795 5.94670  C69 1.097
77 H -0.58298 -3.37482 6.33646  C69 1.091
78 C 0.59453 -0.02851 9.23555  C79 1.527, C82 1.523, H83 1.089, H84 1.092
79 C -0.56610 -0.92882 8.81652  C78 1.527, C80 1.523, H85 1.092, H86 1.089
80 C -1.15373 -0.14983 7.64670  C79 1.523, O81 1.427, H87 1.096, H88 1.091
81 O -0.05853 0.53569 7.04025  C80 1.427, C82 1.427
82 C 1.09035 0.46893 7.88373  C78 1.523, O81 1.427, H89 1.096, H90 1.091
83 H 1.36843 -0.54646 9.80071  C78 1.089
84 H 0.22959 0.80562 9.83834  C78 1.092
85 H -0.18661 -1.89334 8.47344  C79 1.092
86 H -1.29209 -1.10665 9.60909  C79 1.089
87 H -1.89128 0.58434 7.98958  C80 1.096
88 H -1.62176 -0.78851 6.89576  C80 1.091
89 H 1.81515 -0.22837 7.44857  C82 1.096
90 H 1.54788 1.45804 7.92935  C82 1.091
91 C -1.63958 -6.44047 9.66381  C92 1.527, C95 1.523, H96 1.089, H97 1.092
92 C -0.98465 -7.76024 9.26147  C91 1.527, C93 1.523, H98 1.092, H99 1.089
93 C -0.61936 -7.48701 7.80820  C92 1.523, O94 1.429, H100 1.095, H101 1.091
94 O -0.34162 -6.08763 7.72269  C93 1.429, C95 1.428
95 C -0.77629 -5.43310 8.91543  C91 1.523, O94 1.428, H102 1.096, H103 1.091
96 H -1.65022 -6.26644 10.73877  C91 1.089
97 H -2.66834 -6.40250 9.30008  C91 1.092
98 H -0.08376 -7.93178 9.85401  C92 1.092
99 H -1.63730 -8.62465 9.37374  C92 1.089
100 H -1.45145 -7.72849 7.13828  C93 1.095
101 H 0.26160 -8.03758 7.47612  C93 1.091
102 H 0.10004 -5.14544 9.50695  C95 1.096
103 H -1.31875 -4.52801 8.63974  C95 1.091
104 C 2.18155 6.36080 -6.78683  C105 1.528, C108 1.523, H109 1.089, H110 1.092
105 C 1.77081 5.48582 -7.97014  C104 1.528, C106 1.524, H111 1.092, H112 1.089
106 C 1.39070 4.18712 -7.26975  C105 1.524, O107 1.427, H113 1.096, H114 1.091
107 O 0.88141 4.56084 -5.98968  C106 1.427, C108 1.428
108 C 1.17195 5.93416 -5.72885  C104 1.523, O107 1.428, H115 1.096, H116 1.091
109 H 2.14246 7.42873 -6.99717  C104 1.089
110 H 3.19461 6.11124 -6.46465  C104 1.092
111 H 0.90180 5.91423 -8.47406  C105 1.092
112 H 2.56030 5.34825 -8.70771  C105 1.089
113 H 2.26458 3.54063 -7.13210  C106 1.096
114 H 0.62376 3.61963 -7.79884  C106 1.091
115 H 0.24752 6.51756 -5.80287  C108 1.096
116 H 1.55535 6.02203 -4.71127  C108 1.091
117 C -4.78833 0.47037 -6.10430  C118 1.528, C121 1.523, H122 1.090, H123 1.091
118 C -3.96529 1.63752 -6.64636  C117 1.528, C119 1.523, H124 1.092, H125 1.089
119 C -3.12823 2.00704 -5.42883  C118 1.523, O120 1.429, H126 1.096, H127 1.091
120 O -2.91407 0.79306 -4.70552  C119 1.429, C121 1.428
121 C -3.77075 -0.23068 -5.21404  C117 1.523, O120 1.428, H128 1.096, H129 1.091
122 H -5.18423 -0.18417 -6.88091  C117 1.090
123 H -5.62155 0.84233 -5.50555  C117 1.091
124 H -3.32129 1.30310 -7.46299  C118 1.092
125 H -4.56893 2.47026 -7.00533  C118 1.089
126 H -3.65962 2.71561 -4.78396  C119 1.096
127 H -2.15998 2.43826 -5.68865  C119 1.091
128 H -3.16988 -0.95027 -5.78146  C121 1.096
129 H -4.22744 -0.75117 -4.37101  C121 1.091
130 C -6.18830 3.67111 1.25694  C131 1.528, C134 1.523, H135 1.089, H136 1.092
131 C -6.81234 3.42162 2.62911  C130 1.528, C132 1.524, H137 1.092, H138 1.089
132 C -5.67937 2.70314 3.35136  C131 1.524, O133 1.428, H139 1.096, H140 1.091
133 O -4.46752 3.22864 2.80969  C132 1.428, C134 1.429
134 C -4.74598 3.98753 1.63133  C130 1.523, O133 1.429, H141 1.095, H142 1.091
135 H -6.66272 4.47802 0.70018  C130 1.089
136 H -6.23174 2.76406 0.65059  C130 1.092
137 H -7.03610 4.37010 3.12170  C131 1.092
138 H -7.72667 2.83089 2.59308  C131 1.089
139 H -5.71548 1.62370 3.16783  C132 1.096
140 H -5.68104 2.87004 4.42933  C132 1.091
141 H -4.61808 5.05254 1.85281  C134 1.095
142 H -4.02981 3.70609 0.85849  C134 1.091
143 C -9.90077 0.59692 -4.14295  C144 1.528, C147 1.523, H148 1.089, H149 1.092
144 C -9.86062 2.09428 -3.84251  C143 1.528, C145 1.524, H150 1.092, H151 1.089
145 C -8.40974 2.27967 -3.41620  C144 1.524, O146 1.428, H152 1.095, H153 1.091
146 O -7.65363 1.31744 -4.15220  C145 1.428, C147 1.428
147 C -8.53141 0.37674 -4.77282  C143 1.523, O146 1.428, H154 1.096, H155 1.091
148 H -10.71675 0.30450 -4.80213  C143 1.089
149 H -9.98814 0.02730 -3.21562  C143 1.092
150 H -10.06674 2.66751 -4.74865  C144 1.092
151 H -10.56624 2.40528 -3.07350  C144 1.089
152 H -8.28433 2.08971 -2.34470  C145 1.095
153 H -8.01949 3.27370 -3.63793  C145 1.091
154 H -8.55661 0.56690 -5.85149  C147 1.096
155 H -8.13831 -0.62743 -4.60926  C147 1.091
156 C 6.13984 -2.74731 0.63819  C157 1.527, C160 1.522, H161 1.089, H162 1.093
157 C 6.94720 -3.78869 1.40912  C156 1.527, C158 1.525, H163 1.092, H164 1.089
158 C 7.25691 -4.79957 0.31044  C157 1.525, O159 1.429, H165 1.095, H166 1.091
159 O 7.35591 -4.05392 -0.90475  C158 1.429, C160 1.428
160 C 6.86237 -2.72909 -0.70139  C156 1.522, O159 1.428, H167 1.096, H168 1.091
161 H 6.11742 -1.76633 1.11151  C156 1.089
162 H 5.10906 -3.08524 0.50838  C156 1.093
163 H 7.86929 -3.34783 1.79383  C157 1.092
164 H 6.40498 -4.23179 2.24326  C157 1.089
165 H 6.45087 -5.53494 0.21379  C158 1.095
166 H 8.19452 -5.33406 0.46831  C158 1.091
167 H 7.70542 -2.02941 -0.68949  C160 1.096
168 H 6.20898 -2.46575 -1.53473  C160 1.091

Properties
LUMO   0.0264 hartree
HOMO   -8.95 eV
Charge   0
Relative energy (zero: lowest compared OMol25 entry of this formula, charge and spin)   0.0 kJ/mol
SMILES   CC[C@@H](C)B(CCCCl)CCCOC.C1CCOC1.C1CCOC1.C1CCOC1.C1CCOC1.C1CCOC1.C1CCOC1.C1CCOC1.C1CCOC1.C1CCOC1.C1CCOC1
Electronic energy   -90290.7114 eV

Results of the Mulliken charge analysis, in e, for atoms 1 through 99: number 1, C, carries -1.309; number 2, C, carries 0.888; number 3, C, carries 0.533; number 4, C, carries -0.776; number 5, B, carries 0.008; number 6, C, carries -0.438; number 7, C, carries -0.272; number 8, C, carries -0.047; number 9, Cl, carries -0.302; number 10, C, carries -0.412; number 11, C, carries -0.137; number 12, C, carries -0.845; number 13, O, carries -0.316; number 14, C, carries -0.789; number 15, H, carries 0.359; number 16, H, carries 0.335; number 17, H, carries 0.182; number 18, H, carries -0.223; number 19, H, carries -0.194; number 20, H, carries 0.114; number 21, H, carries 0.198; number 22, H, carries 0.129; number 23, H, carries 0.004; number 24, H, carries 0.359; number 25, H, carries -0.119; number 26, H, carries 0.021; number 27, H, carries 0.224; number 28, H, carries 0.592; number 29, H, carries -0.235; number 30, H, carries 0.276; number 31, H, carries 0.347; number 32, H, carries -0.039; number 33, H, carries 0.273; number 34, H, carries 0.287; number 35, H, carries 0.454; number 36, H, carries 0.342; number 37, H, carries 0.254; number 38, H, carries 0.285; number 39, C, carries -0.183; number 40, C, carries -0.657; number 41, C, carries -0.546; number 42, O, carries -0.408; number 43, C, carries 0.171; number 44, H, carries 0.144; number 45, H, carries 0.283; number 46, H, carries 0.272; number 47, H, carries 0.380; number 48, H, carries 0.263; number 49, H, carries 0.300; number 50, H, carries 0.079; number 51, H, carries -0.082; number 52, C, carries -0.056; number 53, C, carries -0.070; number 54, C, carries -0.604; number 55, O, carries -0.198; number 56, C, carries -0.129; number 57, H, carries 0.510; number 58, H, carries -0.156; number 59, H, carries -0.233; number 60, H, carries 0.396; number 61, H, carries 0.273; number 62, H, carries 0.347; number 63, H, carries 0.201; number 64, H, carries -0.259; number 65, C, carries -0.340; number 66, C, carries -0.598; number 67, C, carries 0.510; number 68, O, carries -0.416; number 69, C, carries 0.279; number 70, H, carries 0.409; number 71, H, carries 0.111; number 72, H, carries 0.180; number 73, H, carries 0.435; number 74, H, carries 0.229; number 75, H, carries -0.604; number 76, H, carries -0.195; number 77, H, carries -0.038; number 78, C, carries -0.690; number 79, C, carries -0.175; number 80, C, carries -0.322; number 81, O, carries -0.335; number 82, C, carries -0.488; number 83, H, carries 0.351; number 84, H, carries 0.298; number 85, H, carries -0.070; number 86, H, carries 0.420; number 87, H, carries 0.332; number 88, H, carries 0.183; number 89, H, carries 0.248; number 90, H, carries 0.304; number 91, C, carries -0.551; number 92, C, carries -0.611; number 93, C, carries -0.505; number 94, O, carries -0.288; number 95, C, carries -0.288; number 96, H, carries 0.359; number 97, H, carries 0.277; number 98, H, carries 0.258; number 99, H, carries 0.343